Entry 1:
5
Properties=species:S:1:pos:R:3 method="wB97M-V/def2-TZVPD" multiplicity=1 smiles="S=P#P(Cl)Cl" total_charge=0 orbital_gap_ev=6.80 homo_energy_ev=-8.9
Cl -0.87897 0.51015 -2.17828
Cl -1.96247 0.33587 0.85458
S 2.01127 -0.76916 1.41289
P -0.62266 -0.53300 -0.49498
P 1.16113 0.54332 0.27079

Entry 2:
180
Properties=species:S:1:pos:R:3 method="wB97M-V/def2-TZVPD" multiplicity=1 total_charge=0 orbital_gap_ev=9.37 homo_energy_ev=-9.0
O -1.72392 -3.04066 7.83921
O 4.85484 -2.25379 -4.98913
O -6.30644 -1.14207 -2.76390
O -6.77649 -4.35719 2.35920
O -0.44333 -2.45391 1.40013
O 2.63452 -1.49328 2.41539
O 3.60676 4.32070 -2.49768
O -1.31339 4.58733 2.90475
O 3.14407 5.08845 0.37129
O 7.63083 -1.35018 -0.29829
O 4.10852 0.45101 0.95673
O -0.33894 -3.46547 -3.45267
O -1.04367 0.40731 0.08283
O -5.26413 4.07026 -0.71024
N 1.22423 4.55846 -0.55311
N -2.87572 0.03111 -3.37761
N 4.50892 -2.04437 -2.09287
N 1.23728 4.88370 1.68440
N 2.22450 0.73764 -1.55722
N 4.62196 2.56781 0.42524
N -3.42649 3.48599 1.42387
N 3.08904 2.14366 2.06668
C 3.34830 -0.35774 -4.81386
C -2.73673 -2.25455 1.79300
C -5.23039 -0.21267 -2.96166
C 1.95658 4.88386 0.55317
C 4.07836 -1.32969 -5.76518
C -2.22498 -1.41853 6.06566
C -7.53553 -0.56495 -2.42022
C 0.08721 -3.35755 -2.14504
C 3.22231 3.47994 -4.64893
C -0.89707 0.79999 1.44539
C 0.00176 1.57622 -2.50138
C 0.13139 -0.04971 -0.54130
C -6.70782 -4.85965 -0.00361
C 1.54205 -2.93174 -2.18896
C -0.11208 -4.60330 -1.28262
C -4.34173 5.06526 -0.32457
C -2.38672 -2.93690 6.56110
C -3.55451 -2.00943 -2.22428
C 2.99324 -3.18631 4.06469
C 5.93760 -1.56486 -1.97876
C -1.38710 -2.51618 2.45581
C -3.91996 -0.94691 -3.24246
C 0.78085 1.08555 -1.22115
C 4.95989 -0.56066 -6.70696
C 6.24475 -1.64793 -0.47219
C -1.34919 -3.89235 3.13898
C 7.90886 -1.11572 1.11829
C 3.90644 1.67641 1.13805
C -6.31806 4.59987 -1.52040
C -0.84432 5.38830 5.16511
C 5.96210 -0.12227 -2.55023
C 4.27738 4.21409 -3.82029
C -6.77805 -2.45365 0.78697
C -1.07081 2.87902 4.58527
C -3.09242 4.26733 0.24868
C 5.56556 3.39593 -3.59996
C 3.42862 -2.71580 2.69038
C -3.80101 -3.34153 6.80934
C -6.26000 -3.85742 1.11820
C -1.48497 4.33965 4.28145
C 3.12564 -3.74002 1.62005
C -2.32497 3.43919 -0.79552
H -6.42266 -1.63723 1.46467
H -1.63335 2.14237 4.03137
H -7.74148 0.39646 -2.89811
H 6.08501 -2.66633 -0.16387
H 0.17910 4.90126 1.70770
H -2.58965 4.40784 4.57324
H 2.83835 -3.38379 0.64931
H 2.84485 3.11892 2.12754
H 0.23040 5.19323 5.15716
H -0.52061 -2.58092 -1.67100
H -8.39163 -1.21586 -2.71019
H 2.33502 4.03574 -4.86791
H 3.74871 3.22026 -5.56060
H 2.89550 0.43763 -5.36886
H -3.04442 2.97726 -1.48038
H 0.06303 0.89574 -3.35393
H -2.72502 -2.61393 -2.53442
H 3.67848 -4.03402 4.33605
H 3.28223 -1.90892 -6.32337
H -2.44222 5.07019 0.63543
H 6.64512 -2.18561 -2.52509
H 4.46114 -2.85583 -1.53511
H -0.48339 0.03815 2.08311
H -7.04336 5.25242 -1.00678
H 2.65076 -0.77446 -4.15201
H -1.60261 2.64609 -0.36904
H 5.16002 2.13980 -0.29764
H -4.15670 -2.59183 7.55401
H 0.42860 2.57835 -2.76283
H -2.88535 -3.09578 1.20532
H -1.06792 6.38242 4.85541
H 3.97200 -4.38797 1.44332
H -0.33627 -4.03488 3.56190
H 4.58271 5.21641 -4.11012
H -7.75486 -4.09440 2.34260
H -6.43075 -2.18357 -0.21677
H -1.11794 -5.03295 -1.51328
H -3.58242 2.56334 1.11571
H 5.11539 0.42208 -2.14099
H 2.36399 -4.43403 2.06328
H -2.96614 -1.30309 5.20225
H -7.71257 -4.60788 -0.42056
H 0.44561 -2.51719 1.79303
H -1.92420 3.94785 2.45757
H 2.61824 1.62090 -1.86578
H -6.04132 -4.84819 -0.86171
H -1.14574 5.30450 6.21816
H -4.34466 -3.25029 5.88322
H 4.36869 3.55429 0.27549
H 1.76455 4.42225 -1.37554
H 3.07531 -2.34513 4.79821
H -1.88680 -3.61911 5.86052
H 3.94548 -1.30438 -1.66953
H -3.87698 -4.34755 7.21155
H 2.78983 0.56163 -0.75151
H 0.80169 1.80202 -0.47162
H -1.20984 -1.35826 5.66857
H 4.42683 0.12318 -7.32150
H 1.95910 -3.59088 4.07472
H -0.29852 1.71441 1.59456
H -7.88516 -2.48986 0.86141
H 2.48287 1.51693 2.57871
H -4.40347 -2.67000 -1.92916
H 4.04668 4.86889 -1.85596
H -1.52297 -4.73398 2.37425
H 8.95052 -1.17456 1.28635
H -6.82149 -5.90618 0.27937
H 7.41070 -1.90541 1.70350
H -1.74269 4.11913 -1.47244
H -5.48575 0.44079 -3.78586
H -6.86322 3.69760 -1.87879
H -1.03260 1.76968 -2.11012
H 5.43453 -1.26973 -7.40046
H -4.76825 5.63689 0.51705
H -5.05890 0.48479 -2.10804
H -4.09684 5.74287 -1.08580
H 4.37103 -2.33669 -4.12083
H -3.23645 -1.43289 -1.35494
H 0.71904 -5.30222 -1.50898
H 6.84796 0.38874 -2.20971
H -5.18366 -3.85345 1.24612
H -1.30990 2.76400 5.64223
H -2.67218 0.45043 -2.48833
H -1.92578 0.96314 1.75995
H 2.10417 -3.53267 -2.90871
H -0.17244 -0.82981 -1.31323
H 3.10630 -0.85257 1.84993
H -2.38155 -0.71509 6.88596
H 5.93228 -0.09899 -3.59499
H 0.34318 -4.02827 -3.84911
H 2.07889 -3.18092 -1.27618
H -0.02813 2.67030 4.45752
H -4.05981 -1.41796 -4.25971
H 1.68567 -1.93332 -2.52747
H -2.08363 -4.10071 3.89845
H -7.61062 -0.45169 -1.31910
H 1.73237 5.24212 2.46354
H 5.34819 2.61016 -2.89974
H 7.60818 -0.13178 1.42804
H -1.46690 -4.00009 8.04001
H 5.60035 -0.94908 0.12822
H -2.09613 -0.31792 -3.89036
H -0.03886 -4.40549 -0.18627
H 2.96370 2.51024 -4.13409
H -2.71280 -1.36792 1.16659
H 4.07304 0.15197 -4.14619
H 0.83538 -0.48394 0.20507
H -3.52049 -2.24355 2.54541
H 4.46757 -2.42167 2.68528
H -5.98125 5.17063 -2.39210
H 5.93958 2.95056 -4.51996
H 0.54933 3.80233 -0.49134
H 5.74051 0.00669 -6.14696
H -1.11761 -1.77336 3.22991
H -4.31104 3.79830 1.79729
H 6.36885 3.99668 -3.05721

Entry 3:
22
Properties=species:S:1:pos:R:3 method="wB97M-V/def2-TZVPD" multiplicity=1 total_charge=0 orbital_gap_ev=7.24 homo_energy_ev=-6.9
N 0.97142 -1.96344 -0.44197
N -2.07355 -0.16941 0.41715
N -0.99836 -0.40215 -0.47405
N 2.34519 0.91885 -0.95444
N -1.32412 -1.02537 -1.70024
C 1.01881 2.41347 0.36805
C 1.20984 1.13637 -0.42187
C 0.33078 -1.09773 0.22133
C 0.41389 -0.93642 1.70645
H 0.03610 -1.83627 2.20235
H -0.00043 2.78874 0.22717
H -2.50092 -1.05237 0.68530
H 1.46662 -0.82057 1.96546
H 1.72608 3.18868 0.05864
H 0.69103 -1.98733 -1.42172
H 1.14134 2.20805 1.43602
H -1.85284 -1.87691 -1.53265
H -0.17264 0.55141 -0.68299
H -0.12007 -0.06426 2.07244
H 2.35014 0.00758 -1.43443
H -2.77422 0.41237 -0.03275
H -1.88408 -0.39330 -2.26326

LUMO across the listed records, respectively: -2.08; 0.40; 0.33 eV.